The following is a quantum chemistry calculation of a cluster of 2 separate species, C8H16N2O in total in a non-equilibrium geometry, from OMol25.

Atoms and positions in Å:
C1 -0.650 2.572 -0.034
C2 -2.932 -1.430 0.003
C3 -2.095 -1.072 -1.200
C4 -1.482 -1.212 0.198
C5 1.874 -1.041 0.934
C6 1.078 -0.027 -1.220
C7 2.262 1.386 0.415
C8 1.238 0.235 0.285
N1 -1.046 -0.149 1.104
N2 0.115 0.546 1.039
O1 -1.621 2.938 0.460
H1 -0.035 3.237 -0.614
H2 -3.440 -0.650 0.613
H3 -3.461 -2.409 0.143
H4 -1.845 -1.748 -2.018
H5 -2.227 -0.142 -1.662
H6 -0.912 -2.168 0.296
H7 1.444 -1.936 0.664
H8 2.909 -1.157 0.631
H9 1.690 -0.859 1.999
H10 0.484 0.794 -1.618
H11 0.477 -0.928 -1.440
H12 2.119 -0.109 -1.753
H13 2.083 2.355 -0.057
H14 2.652 1.466 1.500
H15 3.062 0.920 -0.091
H16 -1.740 0.588 1.422

E_LUMO (spin up / spin down) = 0.787 / 0.744 eV
DFT total energy = -498.94236 hartree
HOMO (spin up / spin down) = -7.393 / -7.186 eV

Löwdin atomic charge list, values in e, 6 entries:
1 C -0.1063
2 C -0.1259
3 C -0.1075
4 C -0.3153
5 C -0.0294
6 C -0.0518